{"formula": "C24H39N2O2P3SW", "method": "wB97M-V/def2-TZVPD", "elements": ["P", "C", "H", "H", "H", "C", "H", "H", "H", "C", "H", "H", "H", "P", "C", "H", "H", "H", "C", "H", "H", "H", "C", "H", "H", "H", "P", "C", "H", "H", "H", "C", "H", "H", "H", "C", "H", "H", "H", "W", "C", "O", "C", "O", "C", "C", "C", "C", "C", "C", "H", "H", "H", "H", "H", "H", "N", "C", "N", "C", "C", "C", "C", "C", "C", "S", "H", "H", "H", "H", "H", "H"], "coordinates": [[-2.182, 1.510, -1.019], [-3.690, 0.807, -0.278], [-4.546, 1.279, -0.782], [-3.744, 1.013, 0.799], [-3.715, -0.277, -0.443], [-2.421, 3.287, -0.662], [-1.664, 3.911, -1.142], [-2.383, 3.464, 0.419], [-3.411, 3.567, -1.040], [-2.543, 1.318, -2.801], [-3.431, 1.917, -3.028], [-2.732, 0.258, -3.013], [-1.704, 1.654, -3.419], [1.317, -1.669, -2.194], [0.698, -3.363, -1.967], [1.185, -4.008, -2.709], [-0.385, -3.404, -2.121], [0.937, -3.737, -0.967], [0.965, -1.388, -3.954], [1.504, -0.527, -4.353], [-0.113, -1.222, -4.081], [1.261, -2.281, -4.510], [3.104, -1.889, -1.935], [3.491, -2.509, -2.748], [3.264, -2.381, -0.967], [3.642, -0.937, -1.927], [1.826, 0.787, 2.007], [1.572, -0.274, 3.455], [2.124, 0.182, 4.288], [1.971, -1.273, 3.246], [0.511, -0.350, 3.717], [3.629, 0.655, 1.782], [4.085, 0.753, 2.774], [4.015, 1.438, 1.126], [3.868, -0.327, 1.357], [1.584, 2.445, 2.733], [2.357, 2.589, 3.497], [0.582, 2.488, 3.175], [1.656, 3.239, 1.985], [0.848, 0.820, -1.005], [-0.855, -0.515, -1.208], [-1.610, -1.446, -1.297], [1.306, -0.825, 0.397], [1.377, -1.951, 0.819], [2.854, 1.608, -1.277], [2.124, 2.519, -0.493], [0.887, 2.980, -0.910], [0.391, 2.595, -2.160], [1.096, 1.688, -2.960], [2.329, 1.186, -2.507], [3.797, 1.213, -0.912], [2.559, 2.909, 0.430], [0.330, 3.696, -0.282], [-0.541, 3.020, -2.537], [0.651, 1.334, -3.888], [2.883, 0.455, -3.097], [-1.290, 1.706, 2.257], [-1.600, 0.372, 2.317], [-1.195, -0.578, 1.507], [-1.691, -1.817, 1.900], [-1.491, -3.080, 1.317], [-2.064, -4.219, 1.883], [-2.852, -4.099, 3.031], [-3.072, -2.860, 3.629], [-2.485, -1.739, 3.063], [-2.575, -0.093, 3.658], [-1.846, 2.305, 2.859], [-1.011, 2.112, 1.366], [-0.883, -3.128, 0.415], [-1.881, -5.187, 1.412], [-3.290, -4.994, 3.455], [-3.680, -2.733, 4.519]], "forces_ev_per_angstrom": [[-0.922, 0.511, -0.501], [0.268, -0.414, 0.356], [0.206, -0.134, 0.123], [-0.067, -0.012, -0.299], [-0.137, 0.237, 0.029], [0.458, 0.066, 0.147], [-0.295, 0.058, 0.056], [-0.173, 0.053, -0.247], [0.123, -0.016, 0.075], [0.328, -0.075, 0.101], [0.081, -0.146, -0.091], [-0.119, 0.311, -0.012], [-0.360, -0.078, 0.002], [1.358, 0.536, -1.403], [-0.781, 0.163, 0.866], [0.090, 0.334, 0.021], [0.202, -0.075, -0.060], [0.015, 0.026, -0.181], [0.003, 0.054, 0.056], [-0.038, -0.259, -0.074], [0.207, -0.133, -0.031], [-0.045, 0.089, -0.054], [0.071, 0.121, 0.006], [0.104, -0.081, 0.136], [-0.004, -0.039, -0.325], [-0.028, -0.352, -0.033], [0.869, 0.331, 1.188], [-0.301, -0.357, -0.131], [-0.126, -0.144, -0.160], [-0.098, 0.172, 0.173], [0.280, 0.003, 0.066], [-0.199, -0.074, -0.320], [0.037, -0.041, -0.181], [0.085, -0.123, 0.281], [0.131, 0.159, 0.172], [-0.460, 0.300, -0.278], [-0.113, -0.032, -0.115], [0.597, 0.039, 0.101], [0.005, -0.034, 0.380], [-3.999, -7.946, 3.481], [-2.020, -4.202, 0.221], [3.199, 4.790, 0.209], [-0.839, -4.236, 0.433], [0.160, 5.386, -1.313], [1.457, 0.097, 0.247], [2.153, 1.299, 0.936], [-0.522, 2.345, 0.190], [-0.961, 1.613, -1.719], [-0.311, 0.464, -1.555], [1.077, 0.089, -1.224], [-0.063, 0.211, -0.203], [-0.132, -0.316, -0.537], [0.287, -0.518, -0.349], [0.486, -0.167, 0.119], [0.179, 0.311, 0.112], [-0.219, 0.327, 0.130], [-0.651, -1.392, -0.738], [-0.383, 1.334, 0.998], [-0.067, -1.695, -0.564], [0.437, 2.233, 0.045], [0.114, -1.571, -0.561], [1.415, 1.164, -1.757], [-0.429, -0.521, 0.485], [0.102, 1.736, 0.233], [-1.137, -0.702, 1.610], [-0.383, -0.641, 0.294], [0.149, 0.121, -0.016], [0.085, -0.274, 0.355], [-0.219, -0.246, 0.300], [-0.167, 0.258, 0.262], [-0.069, 0.034, 0.100], [0.017, -0.329, -0.059]], "mulliken_charge": [0.6213, -1.1367, 0.6019, 0.2828, 0.3480, -1.3276, 0.5237, 0.3549, 0.5277, -1.1021, 0.5568, 0.3866, 0.2956, 0.7041, -1.1544, 0.6355, 0.3952, 0.3720, -1.2301, 0.3821, 0.3668, 0.5201, -1.2810, 0.5450, 0.4188, 0.3068, 0.8671, -1.0815, 0.5475, 0.4656, 0.2248, -1.1885, 0.5496, 0.3953, 0.3372, -1.3503, 0.5994, 0.3290, 0.4468, 2.0795, -0.3461, -0.3718, -0.2275, -0.3746, -1.2831, -1.3702, -0.7743, -1.0628, -1.0768, -1.4132, 0.5660, 1.7479, 0.6044, 1.6954, 0.5556, 1.3548, 0.1539, -0.6435, 1.2498, -0.3313, -0.2800, -0.7760, -0.5988, -0.4772, 0.8330, -0.1511, 0.3845, -0.3537, 0.1291, 0.5037, 0.4918, 0.5070], "s2": 2.037, "spin_multiplicity": 3, "orbital_gap_ha": [0.213, 0.209], "relative_energy_kj_mol": 0.0, "fmax_ha_per_bohr": 0.18576, "charge": 4, "e_lumo_ev": [-13.57, -14.79], "homo_ev": [-19.361, -20.462]}

***

{"formula": "C24H39N3O5S", "method": "wB97M-V/def2-TZVPD", "elements": ["C", "C", "O", "C", "C", "C", "C", "C", "C", "N", "C", "O", "C", "C", "C", "N", "S", "O", "O", "N", "C", "C", "C", "C", "C", "C", "C", "C", "C", "C", "O", "C", "C", "H", "H", "H", "H", "H", "H", "H", "H", "H", "H", "H", "H", "H", "H", "H", "H", "H", "H", "H", "H", "H", "H", "H", "H", "H", "H", "H", "H", "H", "H", "H", "H", "H", "H", "H", "H", "H", "H", "H"], "coordinates": [[4.652, 3.673, 2.731], [4.805, 2.361, 1.977], [3.874, 2.368, 0.917], [3.820, 1.289, 0.087], [4.611, 0.159, 0.193], [4.469, -0.894, -0.700], [3.524, -0.836, -1.707], [3.296, -2.009, -2.623], [2.850, -3.243, -1.823], [1.850, -2.898, -0.839], [2.096, -2.989, 0.484], [3.081, -3.530, 0.943], [1.016, -2.378, 1.375], [-0.368, -2.965, 1.078], [-1.433, -2.256, 1.916], [-1.404, -0.816, 1.750], [-2.025, -0.265, 0.301], [-1.420, -0.883, -0.848], [-1.982, 1.165, 0.363], [-3.567, -0.875, 0.443], [-4.255, -1.135, -0.806], [-4.830, 0.142, -1.414], [-5.771, 0.823, -0.417], [-6.350, 2.108, -0.998], [-4.995, 1.106, 0.872], [-4.377, -0.179, 1.424], [-0.108, -0.240, 2.064], [1.001, -0.853, 1.212], [2.733, 0.303, -1.826], [2.869, 1.371, -0.956], [2.162, 2.532, -1.006], [1.317, 2.793, -2.108], [-0.070, 2.169, -1.983], [3.638, 3.764, 3.111], [4.845, 4.507, 2.063], [5.351, 3.708, 3.562], [4.610, 1.513, 2.649], [5.828, 2.268, 1.585], [5.350, 0.079, 0.974], [5.094, -1.765, -0.588], [2.527, -1.753, -3.355], [4.211, -2.258, -3.165], [2.454, -4.006, -2.503], [3.687, -3.667, -1.266], [1.062, -2.355, -1.158], [1.290, -2.618, 2.409], [-0.622, -2.826, 0.028], [-0.376, -4.033, 1.301], [-1.282, -2.462, 2.980], [-2.431, -2.587, 1.627], [-5.053, -1.856, -0.600], [-3.524, -1.591, -1.475], [-4.003, 0.815, -1.651], [-5.361, -0.098, -2.337], [-6.595, 0.134, -0.190], [-7.023, 2.580, -0.286], [-6.905, 1.900, -1.911], [-5.551, 2.808, -1.232], [-4.190, 1.811, 0.661], [-5.654, 1.541, 1.625], [-5.162, -0.870, 1.750], [-3.720, 0.039, 2.266], [0.080, -0.410, 3.129], [-0.187, 0.832, 1.880], [0.815, -0.587, 0.171], [1.968, -0.437, 1.499], [2.001, 0.342, -2.617], [1.803, 2.483, -3.043], [1.221, 3.883, -2.117], [-0.691, 2.506, -2.809], [-0.036, 1.082, -1.994], [-0.537, 2.466, -1.048]], "forces_ev_per_angstrom": [[-0.043, -0.350, -0.302], [0.237, 0.069, 0.308], [-0.174, -0.011, -0.204], [-0.142, 0.101, -0.097], [0.000, 0.225, 0.147], [-0.130, -0.005, -0.193], [0.182, 0.009, -0.054], [-0.009, -0.118, 0.209], [0.124, -0.082, -0.163], [-0.160, -0.039, -0.519], [-0.509, 0.061, 0.526], [0.391, -0.132, 0.187], [0.108, 0.013, -0.205], [0.017, 0.031, 0.222], [-0.094, -0.695, -0.190], [-0.632, 0.416, -0.710], [-0.420, -0.503, 0.679], [-0.150, -0.154, -0.183], [0.028, 0.193, 0.172], [1.030, 0.239, -0.102], [0.101, -0.039, -0.706], [-0.232, -0.268, 0.270], [0.185, 0.330, -0.113], [-0.006, -0.318, 0.134], [-0.175, -0.301, -0.058], [-0.153, 0.478, 0.496], [0.499, 0.468, -0.153], [-0.071, -0.037, 0.282], [-0.033, 0.175, 0.005], [0.138, 0.171, 0.202], [0.219, -0.232, 0.312], [-0.401, 0.076, -0.389], [0.447, 0.087, 0.156], [-0.086, 0.038, 0.081], [0.035, 0.110, -0.027], [0.062, 0.023, 0.091], [0.053, 0.041, -0.125], [-0.128, -0.067, 0.030], [0.057, 0.053, 0.104], [0.058, -0.151, 0.046], [0.039, 0.021, -0.071], [-0.051, -0.015, -0.100], [0.136, 0.008, 0.067], [-0.105, -0.002, -0.118], [-0.021, 0.002, 0.143], [0.065, -0.033, -0.126], [0.027, -0.167, 0.060], [-0.020, -0.031, -0.032], [-0.048, 0.046, -0.036], [0.098, -0.168, 0.198], [0.078, 0.013, 0.017], [-0.235, -0.115, -0.058], [0.002, 0.089, -0.119], [0.022, 0.024, -0.067], [0.005, -0.033, -0.001], [-0.085, 0.113, 0.046], [-0.072, 0.041, -0.119], [0.098, 0.122, -0.043], [-0.089, 0.091, 0.033], [-0.007, 0.045, 0.040], [0.080, 0.012, 0.025], [-0.235, -0.033, 0.156], [-0.070, 0.034, -0.039], [0.172, -0.002, 0.204], [0.146, 0.050, -0.011], [0.036, 0.033, -0.045], [-0.113, 0.043, -0.073], [0.012, 0.074, 0.108], [0.053, -0.156, -0.078], [-0.092, 0.028, -0.108], [-0.018, -0.101, -0.027], [-0.033, 0.057, 0.011]], "mulliken_charge": [-1.4430, -0.3241, -0.4230, 0.6561, -0.7577, -0.8424, -0.0819, -1.2584, -0.9731, -0.0081, -0.0138, -0.7056, 0.1379, -0.4386, -1.3311, 0.1400, 1.4207, -0.7343, -0.7758, 0.0364, -1.1741, -0.4268, 0.4417, -1.6517, -0.6021, -1.1530, -2.0815, 1.0172, 0.0544, 1.0026, -0.4104, -0.7265, -0.5888, 0.3218, 0.3321, 0.4178, 0.3640, 0.3559, 0.3840, 0.3362, 0.3499, 0.4216, 0.3745, 0.5302, 0.1746, 0.4606, 0.1668, 0.4791, 0.4730, 0.5447, 0.4354, 0.4618, 0.1645, 0.4777, 0.2176, 0.4150, 0.4188, 0.3248, 0.1625, 0.4743, 0.5284, 0.4196, 0.4178, 0.6501, -0.4196, 0.4669, 0.4244, 0.3561, 0.3925, 0.4952, 0.0304, 0.2174], "smiles": "CCOc1ccc(CCNC(=O)C2CCN(S(=O)(=O)N3CCC(C)CC3)CC2)cc1OCC", "orbital_gap_ha": 0.310, "relative_energy_kj_mol": 7.9, "fmax_ha_per_bohr": 0.02066, "e_lumo_ev": 0.69, "homo_ev": -7.736}

***

{"formula": "C24H39N4S", "method": "wB97M-V/def2-TZVPD", "elements": ["C", "C", "C", "N", "S", "C", "C", "C", "C", "C", "C", "C", "C", "C", "H", "H", "H", "H", "H", "H", "H", "H", "H", "H", "H", "H", "H", "H", "H", "H", "H", "H", "C", "C", "C", "C", "N", "H", "H", "H", "H", "H", "H", "H", "C", "C", "C", "C", "N", "H", "H", "H", "H", "H", "H", "H", "C", "C", "C", "C", "N", "H", "H", "H", "H", "H", "H", "H"], "coordinates": [[-1.133, 0.345, -2.528], [-0.044, 1.218, -3.317], [-0.405, 2.728, -3.722], [1.149, 0.748, -3.696], [1.528, -0.673, -2.758], [3.398, -0.860, -2.713], [3.872, -0.166, -1.343], [3.494, -1.032, -0.013], [2.928, 0.057, 1.044], [1.397, 0.279, 1.101], [0.895, 1.381, 2.105], [1.967, 2.149, 2.955], [3.499, 1.890, 2.865], [3.985, 0.808, 1.879], [-1.316, -0.633, -3.113], [-2.093, 0.986, -2.499], [-0.850, 0.145, -1.439], [0.148, 3.468, -3.041], [-0.107, 2.838, -4.827], [-1.547, 2.845, -3.671], [1.028, -1.821, -3.366], [3.857, -0.245, -3.569], [3.729, -1.958, -2.721], [3.281, 0.824, -1.262], [4.975, 0.135, -1.331], [2.746, -1.868, -0.224], [4.441, -1.542, 0.396], [0.643, -0.285, 0.439], [-0.213, 1.620, 2.203], [1.646, 2.976, 3.678], [4.287, 2.463, 3.452], [5.086, 0.558, 1.709], [6.918, -5.452, -0.772], [6.006, -4.572, 0.076], [4.520, -4.805, -0.210], [4.220, -4.492, -1.648], [3.986, -4.245, -2.779], [6.806, -5.240, -1.839], [7.965, -5.272, -0.514], [6.704, -6.512, -0.607], [6.258, -3.521, -0.106], [6.201, -4.771, 1.133], [3.909, -4.163, 0.430], [4.248, -5.844, -0.006], [-4.636, 2.477, 2.658], [-4.470, 3.949, 3.011], [-3.030, 4.438, 2.840], [-2.115, 3.661, 3.743], [-1.397, 3.054, 4.457], [-4.043, 1.836, 3.317], [-5.680, 2.175, 2.766], [-4.330, 2.285, 1.624], [-4.796, 4.106, 4.045], [-5.129, 4.546, 2.373], [-2.961, 5.500, 3.090], [-2.703, 4.312, 1.804], [-6.758, -0.462, 1.234], [-7.372, -0.284, -0.151], [-6.348, -0.453, -1.275], [-5.268, 0.582, -1.133], [-4.420, 1.397, -1.024], [-5.994, 0.293, 1.436], [-7.526, -0.361, 2.004], [-6.301, -1.451, 1.336], [-7.830, 0.708, -0.214], [-8.173, -1.017, -0.281], [-6.831, -0.332, -2.248], [-5.900, -1.450, -1.241]], "forces_ev_per_angstrom": [[-0.302, 1.241, -0.596], [0.460, -0.184, 0.090], [-0.290, -1.419, -0.673], [-1.879, 0.265, 1.444], [0.495, -0.596, 0.370], [1.730, 0.850, 0.135], [-1.296, 0.244, 0.410], [0.287, 1.315, 0.311], [-0.611, 0.332, 0.992], [2.365, 2.877, 2.793], [4.243, -0.883, -0.543], [1.017, -1.695, -1.681], [-2.385, -2.395, -2.772], [-4.075, 0.893, 0.285], [0.245, 1.511, 1.044], [1.413, -1.315, -0.034], [-0.137, 0.200, -1.572], [-0.831, -1.205, -1.073], [-0.205, 0.127, 1.768], [1.868, -0.013, 0.141], [0.680, 0.897, -0.229], [-0.996, -1.214, 0.952], [-0.986, 1.463, -0.392], [1.038, -1.432, -0.104], [-1.524, -0.704, -0.379], [0.768, 1.260, 0.200], [-1.412, 0.829, -0.555], [1.523, 0.839, 1.212], [1.769, -0.322, 0.006], [0.265, -1.499, -1.232], [-1.510, -0.743, -0.724], [-1.784, 0.432, 0.413], [0.077, -0.017, -0.013], [0.395, -0.057, -0.050], [0.093, 0.278, -0.723], [-0.807, 0.427, -2.424], [0.709, -0.600, 3.584], [-0.045, -0.040, 0.069], [-0.103, -0.057, -0.005], [0.039, 0.087, -0.034], [-0.113, -0.045, 0.076], [-0.168, 0.064, -0.055], [-0.085, -0.060, -0.178], [-0.040, 0.087, -0.151], [-0.045, -0.098, -0.040], [-0.281, -0.217, 0.028], [0.259, -0.430, 0.667], [1.844, -1.167, 1.509], [-2.265, 1.858, -2.309], [0.005, 0.065, -0.039], [0.079, 0.048, -0.025], [-0.038, -0.008, 0.062], [0.096, 0.100, -0.102], [0.145, 0.062, 0.055], [0.161, -0.128, 0.030], [0.070, -0.052, 0.124], [-0.033, -0.012, 0.077], [-0.150, 0.024, 0.388], [0.351, 0.727, 0.202], [2.063, 1.705, -0.044], [-2.612, -2.597, -0.354], [-0.019, -0.092, -0.070], [0.078, -0.057, -0.057], [-0.034, 0.080, 0.025], [0.036, -0.111, -0.114], [0.095, 0.064, -0.149], [0.199, 0.065, 0.028], [0.097, 0.151, 0.005]], "mulliken_charge": [-0.7822, 0.8158, -0.9301, -0.4186, 0.1235, -0.3594, -0.7431, -0.3245, 0.0875, -0.1614, -0.5128, -0.2918, -0.5216, -0.3235, 0.3909, 0.1311, 0.1849, 0.2860, 0.3267, 0.3091, 0.2363, 0.3859, 0.1397, 0.3563, 0.4086, 0.3680, 0.1896, 0.2373, 0.2995, 0.3377, 0.3318, 0.2829, -1.2744, -0.3434, -0.2800, 0.3834, -0.6167, 0.3593, 0.3681, 0.3128, 0.1836, 0.3991, 0.2065, 0.3934, -0.9049, -0.5169, -0.3856, 0.2573, -0.5048, 0.3347, 0.2821, 0.1924, 0.3213, 0.3351, 0.3197, 0.2821, -0.7685, -0.4580, -0.3932, 0.2950, -0.4906, 0.0076, 0.3397, 0.3145, 0.2957, 0.3077, 0.3033, 0.2824], "orbital_gap_ha": 0.279, "fmax_ha_per_bohr": 0.09052, "charge": 1, "e_lumo_ev": -3.24, "homo_ev": -10.823}